[1]
The following is a DFT calculation (ωB97M-V/def2-TZVPD) of a structure of composition C4H6AuFO4.

Element x y z (Å)
O (0.98452, 1.04432, -0.70760)
C (1.89436, 0.09612, -0.50119)
C (1.32895, -1.00139, 0.40364)
O (0.50857, -0.34719, 1.37817)
C (-0.61661, 0.19590, 0.92575)
O (-1.41930, -0.65532, 0.33487)
O (-0.95298, 1.33261, 1.28120)
C (-2.39793, -0.12591, -0.56526)
H (2.10812, -1.54721, 0.94317)
F (3.04616, 0.62490, 0.17272)
H (2.30298, -0.34113, -1.43026)
H (0.72285, -1.69395, -0.19471)
H (-2.87591, -0.99322, -1.02723)
H (-3.12675, 0.47482, -0.00956)
H (-1.91569, 0.50266, -1.32286)
Au (0.40867, 2.43397, 0.31915)

Forces on atoms 1 to 2 (eV/Å):
O 0.844 -4.126 -3.592
C 3.864 -0.067 0.760

For the gap between HOMO and LUMO (alpha / beta), the calculation gives 8.5 / 7.4 eV. As for the spin multiplicity: 4. The LUMO energy (alpha / beta) comes out at -0.1404 / -0.3419 hartree. The value obtained for the max |F| is 7.628 eV Å⁻¹. The total charge is +1. For the HOMO energy (alpha / beta), the calculation gives -12.358 / -16.703 eV.

[2]
The following is a DFT calculation (ωB97M-V/def2-TZVPD) of a structure of composition C24H41F3P2Rh.

Element x y z (Å)
Rh (-0.30082, -0.01212, 0.40392)
C (-0.93690, -1.46880, 2.61035)
C (0.38172, -1.65985, 1.95058)
C (0.65698, -0.41582, 3.90706)
C (-0.74032, -0.67003, 3.74115)
C (1.36288, -1.03662, 2.86952)
C (-2.16071, -2.21168, 2.30501)
H (-2.09181, -2.73888, 1.35580)
H (-3.03260, -1.54800, 2.24170)
H (-2.38311, -2.97143, 3.06775)
C (-1.77555, -0.31489, 4.71316)
H (-2.77795, -0.30590, 4.26427)
H (-1.61496, 0.67462, 5.15803)
H (-1.78605, -1.05269, 5.52283)
C (1.25834, 0.21289, 5.08362)
H (1.50979, -0.52999, 5.85954)
H (0.57146, 0.94226, 5.53982)
H (2.18391, 0.74672, 4.82550)
C (2.81873, -1.23293, 2.84862)
H (3.18121, -1.88878, 3.65854)
H (3.35172, -0.28028, 2.97125)
H (3.15383, -1.69600, 1.91511)
C (0.71918, -2.97012, 1.33801)
H (0.89445, -3.70241, 2.13772)
H (1.62958, -2.91794, 0.72956)
H (-0.10623, -3.35617, 0.72979)
C (-1.50849, 1.53735, -3.12597)
C (-1.79347, 0.12629, -3.03292)
C (-1.09648, -0.79772, -4.15169)
C (0.36474, -0.58454, -4.58969)
C (1.25750, -0.17927, -3.49338)
C (1.55114, 1.13044, -3.22795)
C (0.85868, 2.32268, -3.80964)
C (-0.68531, 2.20406, -4.13230)
H (-1.71328, -0.67148, -5.05214)
H (0.42496, 0.13990, -5.41167)
H (-1.21178, -1.84623, -3.87733)
H (-0.81860, 1.74679, -5.12147)
H (-2.14118, 2.24079, -2.56364)
H (-2.86597, -0.19492, -3.20584)
H (-1.04851, 3.24907, -4.19751)
H (0.96077, 3.15641, -3.09834)
H (2.41071, 1.40963, -2.59789)
H (1.36444, 2.64581, -4.74125)
H (0.71829, -1.55121, -4.99250)
H (1.71755, -0.98508, -2.94481)
P (-2.00428, -0.00188, -1.17741)
C (-3.35692, 0.94850, -0.44530)
C (-1.70306, -1.77091, -1.05610)
P (1.74859, 0.82328, 0.00297)
C (0.26494, 1.16167, -0.94756)
C (2.82245, -0.45346, -0.69644)
C (2.57361, 2.39891, 0.31598)
H (-2.99439, 1.40133, 0.49130)
H (-4.18047, 0.27861, -0.18821)
H (-3.74459, 1.74850, -1.08353)
H (-1.16019, -2.11764, -1.94295)
H (-2.65825, -2.28061, -0.93744)
H (-1.05115, -1.99147, -0.18335)
H (2.58739, 3.01355, -0.61247)
H (3.61203, 2.16231, 0.64181)
H (2.05045, 2.93531, 1.13860)
H (-0.16471, 2.13983, -0.86482)
H (0.26385, 0.64043, -1.90190)
H (3.62337, -0.59159, 0.04606)
H (3.23198, -0.16529, -1.67024)
H (2.26930, -1.40061, -0.77739)
F (-0.74744, 2.97610, 0.95754)
C (-0.60599, 1.75797, 1.62276)
F (0.37993, 2.04767, 2.55338)
F (-1.76891, 1.64558, 2.33444)

Forces on atoms 1 to 2 (eV/Å):
Rh -1.366 -1.823 3.762
C 2.330 -0.403 -0.632

For the gap between HOMO and LUMO (alpha / beta), the calculation gives 7.1 / 5.7 eV. The value obtained for the relative energy (zero: lowest compared OMol25 entry of this formula, charge and spin) is 0.000 eV. As for the spin multiplicity: 5. The LUMO energy (alpha / beta) comes out at -0.0753 / -0.1727 hartree. The value obtained for the max |F| is 4.398 eV Å⁻¹. The total charge is +1. For the HOMO energy (alpha / beta), the calculation gives -9.184 / -10.394 eV.

[3]
The following is a DFT calculation (ωB97M-V/def2-TZVPD) of the ion C3H6NO4 with charge -1.

Element x y z (Å)
C (-0.52088, 1.27317, 2.20744)
C (0.57066, 0.01099, -0.08178)
C (-1.50228, 0.91152, 1.09605)
N (-0.84841, -0.17277, 0.20010)
O (0.14878, 0.27023, 2.57776)
O (-0.22660, 2.43705, 2.51735)
O (-0.81151, -2.00591, 1.72521)
O (-1.30167, -1.37881, 0.35214)
H (1.18853, 0.22593, 0.87068)
H (0.85309, -0.94103, -0.38218)
H (0.60371, 0.69686, -0.88338)
H (-1.83242, 1.70252, 0.33113)
H (-2.36283, 0.26366, 1.43678)
H (-0.51965, -1.19122, 2.15180)

Forces on atoms 1 to 2 (eV/Å):
C 1.815 0.418 0.051
C -0.270 -0.128 2.481

For the gap between HOMO and LUMO, the calculation gives 8.6 eV. The value obtained for the relative energy (zero: lowest compared OMol25 entry of this formula, charge and spin) is 6.697 eV. The LUMO energy comes out at 0.1508 hartree. The value obtained for the max |F| is 3.145 eV Å⁻¹. The total charge is -1. For the HOMO energy, the calculation gives -4.528 eV.

[4]
The following is a DFT calculation (ωB97M-V/def2-TZVPD) of a structure of composition C22H44MgNO22.

Element x y z (Å)
Mg (-1.56786, -2.40305, -0.34893)
N (-0.07490, 0.18142, 0.19143)
O (-0.41723, 0.81983, 1.19875)
O (1.09922, 0.11200, -0.17285)
O (-0.97718, -0.49108, -0.44302)
C (-0.73660, 2.18916, -3.06738)
C (0.71580, 2.59329, -3.17868)
C (0.54270, 4.08565, -2.95838)
O (-0.58820, 4.30275, -2.12052)
C (-1.33072, 3.08609, -2.01491)
H (-0.96531, 1.12718, -2.93284)
H (-1.21531, 2.43643, -4.02447)
H (1.08372, 2.39801, -4.18731)
H (1.36140, 2.01324, -2.51669)
H (0.43746, 4.50670, -3.96600)
H (1.44416, 4.58449, -2.59835)
H (-2.41750, 3.16061, -2.03798)
H (-1.05240, 2.63154, -1.05068)
C (-5.14571, -2.65410, 2.25801)
O (-5.31933, -1.48734, 1.45497)
C (-4.39530, -1.12242, 0.60000)
O (-3.33283, -1.71132, 0.44124)
O (-4.79995, -0.04553, -0.00838)
C (-3.87955, 0.66990, -0.83735)
H (-5.50293, -3.54350, 1.73776)
H (-5.70529, -2.47763, 3.16972)
H (-4.08920, -2.83149, 2.45797)
H (-3.16041, 1.22067, -0.23036)
H (-4.38836, 1.36506, -1.49730)
H (-3.31186, -0.02315, -1.45958)
C (2.11913, -0.78139, -3.14684)
O (1.72748, -0.61540, -4.52817)
C (2.67340, -0.46319, -5.45734)
O (3.85956, -0.52688, -5.29775)
O (2.03489, -0.22465, -6.59600)
C (2.78770, -0.02791, -7.78383)
H (2.77748, -1.64797, -3.10563)
H (1.16486, -0.96192, -2.66147)
H (2.52915, 0.17442, -2.83710)
H (2.40015, 0.86964, -8.26320)
H (2.59599, -0.86992, -8.45145)
H (3.85453, 0.04308, -7.58407)
C (-2.18011, -0.86329, 3.55968)
O (-1.03221, -1.68520, 3.74171)
C (-0.49381, -2.25081, 2.68916)
O (-1.00845, -2.38300, 1.58564)
O (0.68235, -2.68637, 3.04732)
C (1.49398, -3.29245, 2.03661)
H (-2.94874, -1.21936, 4.24497)
H (-2.56668, -0.88718, 2.54534)
H (-1.96261, 0.17727, 3.79267)
H (2.39835, -3.77818, 2.39554)
H (1.77686, -2.50267, 1.34462)
H (0.95717, -4.10915, 1.55522)
C (4.86936, 1.29543, 6.88006)
O (4.32178, 1.57405, 5.59495)
C (3.28432, 0.87451, 5.18072)
O (2.78518, -0.07007, 5.74221)
O (2.96745, 1.30752, 3.95873)
C (2.02574, 0.54671, 3.22689)
H (4.70633, 2.13057, 7.56158)
H (5.94748, 1.30112, 6.71696)
H (4.55585, 0.36800, 7.34725)
H (2.25505, 0.63422, 2.16771)
H (1.00414, 0.91479, 3.33733)
H (2.00723, -0.49250, 3.54824)
C (-0.03027, -4.44840, -3.17783)
O (1.14791, -4.48018, -2.39433)
C (1.22291, -3.74211, -1.31022)
O (0.29152, -3.14739, -0.81245)
O (2.41748, -3.79050, -0.76889)
C (3.47432, -4.44745, -1.48135)
H (-0.95415, -4.61323, -2.61643)
H (-0.00607, -5.24885, -3.91183)
H (-0.11864, -3.50025, -3.71055)
H (3.61901, -3.90240, -2.41768)
H (3.28129, -5.48421, -1.74530)
H (4.36103, -4.30623, -0.87266)
C (-3.98492, 4.20236, 1.16999)
O (-2.83229, 3.96080, 1.96406)
C (-1.63975, 4.39982, 1.53453)
O (-1.41556, 4.93241, 0.49699)
O (-0.67372, 4.10192, 2.40390)
C (-0.93867, 3.22578, 3.49230)
H (-4.65140, 4.78237, 1.80259)
H (-4.47853, 3.27050, 0.88634)
H (-3.79165, 4.69235, 0.21628)
H (-0.04368, 3.08662, 4.09362)
H (-1.22807, 2.26759, 3.06030)
H (-1.70898, 3.62337, 4.15249)

Forces on atoms 1 to 2 (eV/Å):
Mg 1.168 1.852 1.524
N 1.041 -0.041 1.284

For the gap between HOMO and LUMO, the calculation gives 6.4 eV. The value obtained for the relative energy (zero: lowest compared OMol25 entry of this formula, charge and spin) is 2.398 eV. The LUMO energy comes out at -0.1601 hartree. The value obtained for the max |F| is 2.668 eV Å⁻¹. The total charge is +1. For the HOMO energy, the calculation gives -10.764 eV.

max |F| of number 2 (C24H41F3P2Rh)? 4.398 eV Å⁻¹

What is the formula in the third record? C3H6NO4

Among the records above, which one has the lowest max |F|? C22H44MgNO22

The lowest total charge belongs to which entry? C3H6NO4